# C5H11O2

A cluster of 2 separate species, C5H11O2 in total in a non-equilibrium geometry (ωB97M-V/def2-TZVPD, the OMol25 dataset).

CARTESIAN COORDINATES (ANGSTROEM)
C: 1.89 -1.47 0.57
C: 2.25 -1.02 2.02
O: 3.25 -0.33 2.33
O: 1.49 -1.45 2.94
H: 1.75 -2.57 0.75
H: 2.62 -1.69 -0.23
H: 1.09 -0.80 0.30
C: -0.91 0.58 -0.40
C: -0.86 0.53 -1.96
C: -2.11 1.30 0.17
H: 0.04 0.98 -0.05
H: -0.79 -0.49 -0.17
H: -1.86 0.62 -2.42
H: -0.45 1.50 -2.33
H: -1.97 2.37 -0.03
H: -0.25 -0.21 -2.43
H: -2.14 1.13 1.28
H: -3.04 1.03 -0.35

Results
Energy above the lowest of the compared OMol25 structures with the same formula, charge and spin: 31.4 kcal/mol
Kohn-Sham gap: 6.7 eV
Electronic energy: -9458.6654 eV
2S+1: 1
Charge: -1